No. 1
{"formula": "C33H41N7O7OsS", "method": "wB97M-V/def2-TZVPD", "s2": 6.053, "homo_energy_ha": [-0.428, -0.510], "relative_energy_kcal_mol": 2.3, "homo_lumo_gap_ev": [6.523, 7.549], "e_lumo_ev": [-5.1, -6.3], "charge": 2, "spin_multiplicity": 5, "e_tot_ha": -2680.56587, "symbols": ["Os", "O", "C", "C", "O", "O", "C", "C", "C", "C", "C", "C", "C", "C", "C", "C", "C", "C", "H", "H", "H", "H", "H", "H", "H", "H", "H", "H", "H", "N", "C", "C", "C", "C", "N", "C", "N", "N", "C", "O", "O", "H", "H", "H", "H", "H", "H", "H", "H", "H", "H", "H", "H", "H", "H", "C", "N", "C", "C", "S", "N", "C", "C", "H", "H", "H", "H", "H", "H", "H", "H", "H", "H", "H", "H", "O", "C", "N", "C", "O", "C", "C", "C", "C", "C", "C", "H", "H", "H", "H"], "coordinates": [[0.2911, -0.2685, 0.5085], [-0.8914, 1.0509, -0.7257], [-2.0412, 1.8001, -0.4275], [-2.7427, 1.5770, 2.9088], [-3.6433, 2.2378, 3.1893], [-1.8292, 0.9080, 2.6308], [-3.2751, 1.1016, -0.3460], [-3.3117, -0.3123, -0.3320], [-4.5109, -0.9925, -0.2614], [-5.7154, -0.2993, -0.2048], [-5.7027, 1.0917, -0.2316], [-4.5123, 1.7856, -0.3041], [-1.7846, 3.2235, -0.3489], [-0.7615, 3.7895, -1.1260], [-0.5019, 5.1477, -1.0758], [-1.2374, 5.9788, -0.2409], [-2.2365, 5.4303, 0.5528], [-2.5083, 4.0736, 0.5037], [-0.8692, 0.5812, -1.6334], [-2.3925, -0.8823, -0.3656], [-4.5091, -2.0751, -0.2569], [-6.6533, -0.8351, -0.1569], [-6.6342, 1.6411, -0.2102], [-4.5439, 2.8632, -0.3730], [-0.1941, 3.1608, -1.7999], [0.2733, 5.5705, -1.7037], [-1.0359, 7.0407, -0.2082], [-2.8074, 6.0617, 1.2204], [-3.2681, 3.6720, 1.1595], [1.0529, 1.5315, 1.4060], [2.5472, 1.5865, 1.3209], [3.0993, 3.0134, 1.2236], [2.7285, 3.8285, -0.0328], [3.7066, 3.7453, -1.2142], [3.5429, 2.5391, -2.0268], [2.5974, 2.3360, -2.9258], [2.3320, 1.0885, -3.3256], [1.9003, 3.3604, -3.4435], [3.0534, 0.7218, 0.1628], [4.2467, 0.7185, -0.0844], [2.1627, 0.0840, -0.5301], [0.6446, 2.3142, 0.8911], [0.7614, 1.6453, 2.3748], [2.9279, 1.1291, 2.2357], [4.1838, 2.9274, 1.3019], [2.7739, 3.5604, 2.1111], [2.6704, 4.8783, 0.2606], [1.7244, 3.5837, -0.3955], [4.7355, 3.7368, -0.8573], [3.6226, 4.6287, -1.8483], [4.0194, 1.7144, -1.6659], [2.5895, 0.3392, -2.6956], [1.5216, 0.9118, -3.8974], [2.2670, 4.2937, -3.3623], [1.2985, 3.1941, -4.2333], [-1.6785, -2.2169, 3.1178], [-0.6267, -3.2221, 3.0203], [-1.1147, -4.5906, 2.8302], [0.6468, -2.9072, 2.8248], [1.1341, -1.2664, 2.3878], [1.6194, -3.7714, 3.0783], [2.9525, -3.6384, 2.4877], [1.4985, -4.8229, 4.0909], [-2.4552, -2.6051, 3.7751], [-2.1154, -2.0137, 2.1351], [-1.2865, -1.2975, 3.5355], [-1.9961, -4.5375, 2.1919], [-1.3939, -5.0546, 3.7757], [-0.3638, -5.1839, 2.3210], [2.8874, -3.1567, 1.5174], [3.3572, -4.6401, 2.3546], [3.6162, -3.0718, 3.1419], [0.6514, -4.6220, 4.7395], [2.4065, -4.8054, 4.6920], [1.3957, -5.8101, 3.6414], [0.4973, -3.7305, 0.3657], [0.2598, -3.1821, -0.6786], [-0.0492, -1.8047, -0.8154], [-0.2062, -1.5467, -2.1687], [-0.4376, -0.4400, -2.6632], [-0.0444, -2.7956, -2.9378], [-0.1476, -3.0446, -4.2918], [0.0557, -4.3582, -4.7047], [0.3449, -5.3678, -3.7890], [0.4388, -5.1035, -2.4247], [0.2379, -3.7982, -2.0291], [-0.3848, -2.2610, -4.9985], [-0.0150, -4.6053, -5.7552], [0.4959, -6.3763, -4.1496], [0.6585, -5.8837, -1.7090]], "lowdin_charge": [1.369, -0.195, -0.182, -0.387, 0.251, 0.134, -0.170, -0.035, -0.064, -0.053, -0.050, -0.012, -0.167, -0.055, -0.081, -0.056, -0.046, -0.028, 0.061, 0.071, 0.111, 0.114, 0.118, 0.113, 0.092, 0.104, 0.115, 0.119, 0.096, -0.058, -0.265, -0.113, -0.141, -0.123, 0.106, -0.426, 0.224, 0.218, -0.621, 0.076, -0.171, 0.089, 0.101, 0.146, 0.130, 0.126, 0.125, 0.080, 0.139, 0.118, 0.121, 0.108, 0.119, 0.118, 0.135, -0.060, -0.170, -0.023, -0.644, 0.727, -0.181, -0.049, -0.012, 0.108, 0.084, 0.047, 0.104, 0.104, 0.087, 0.069, 0.105, 0.101, 0.097, 0.107, 0.104, 0.099, -0.371, -0.053, -0.381, 0.055, -0.095, 0.023, -0.032, -0.028, 0.026, -0.088, 0.126, 0.119, 0.119, 0.128]}

=====

No. 2
{"formula": "C36H29F3N6O2PtSSb", "method": "wB97M-V/def2-TZVPD", "s2": 2.006, "homo_energy_ha": [-0.376, -0.400], "relative_energy_kcal_mol": 0.0, "homo_lumo_gap_ev": [7.739, 7.029], "e_lumo_ev": [-2.5, -3.9], "charge": 1, "spin_multiplicity": 3, "e_tot_ha": -2925.38163, "symbols": ["Pt", "C", "C", "C", "C", "C", "C", "C", "S", "O", "O", "N", "C", "C", "C", "C", "C", "N", "H", "H", "H", "H", "H", "H", "H", "H", "H", "H", "H", "N", "C", "C", "N", "C", "C", "N", "C", "C", "N", "H", "H", "H", "H", "H", "H", "F", "C", "C", "C", "C", "C", "C", "Sb", "C", "C", "C", "C", "F", "C", "C", "C", "C", "C", "C", "F", "C", "C", "H", "H", "H", "H", "H", "H", "H", "H", "H", "H", "H", "H"], "coordinates": [[-0.8412, 0.8936, -1.5230], [-3.1416, -1.3549, 6.0194], [-2.5613, -0.4568, 4.9626], [-2.3810, 0.9002, 5.1871], [-1.8382, 1.7259, 4.2088], [-1.4655, 1.1781, 2.9940], [-1.6485, -0.1785, 2.7418], [-2.1955, -0.9818, 3.7204], [-0.6794, 2.2115, 1.7961], [0.6875, 1.7705, 1.6180], [-0.9303, 3.5668, 2.1967], [-1.3845, 1.8734, 0.3826], [-2.7272, 1.5537, 0.3270], [-3.7880, 2.0357, 1.0976], [-5.0327, 1.4940, 0.8753], [-5.2173, 0.5077, -0.1019], [-4.1297, 0.1235, -0.8469], [-2.9121, 0.6416, -0.6367], [-3.3278, -0.8115, 6.9439], [-2.4634, -2.1791, 6.2438], [-4.0849, -1.7917, 5.6897], [-2.6643, 1.3228, 6.1424], [-1.6992, 2.7822, 4.3869], [-1.3768, -0.5987, 1.7857], [-2.3377, -2.0382, 3.5266], [-3.6242, 2.8105, 1.8316], [-5.8734, 1.8371, 1.4632], [-6.1823, 0.0559, -0.2742], [-4.2012, -0.6424, -1.6086], [1.3615, 0.8141, -5.3430], [2.5374, 1.1587, -4.7144], [2.2036, 1.4400, -3.4285], [0.8427, 1.2803, -3.2561], [0.3797, 0.8974, -4.4258], [-1.0492, 0.7093, -4.6083], [-1.8484, 0.7884, -3.5687], [-3.1323, 0.6996, -4.0628], [-3.0862, 0.5596, -5.4118], [-1.7480, 0.5626, -5.7482], [1.2759, 0.5211, -6.3024], [3.4809, 1.1602, -5.2266], [2.8468, 1.7529, -2.6251], [-3.9957, 0.7777, -3.4297], [-3.8599, 0.4670, -6.1500], [-1.3820, 0.5071, -6.6838], [0.5461, -3.6899, 4.7373], [0.7244, -2.9386, 3.6374], [0.1203, -3.3376, 2.4612], [0.2955, -2.5466, 1.3350], [1.0620, -1.3867, 1.3988], [1.6505, -1.0086, 2.6023], [1.4890, -1.7930, 3.7344], [1.2388, -0.2234, -0.3324], [2.8427, 1.0999, -0.0017], [2.7005, 2.4572, -0.2716], [3.7324, 3.3425, -0.0089], [4.8966, 2.8500, 0.5529], [5.8958, 3.7053, 0.8195], [5.0662, 1.5141, 0.8578], [4.0241, 0.6411, 0.5778], [2.1074, -1.6386, -1.6519], [1.3027, -2.6652, -2.1491], [1.8072, -3.6201, -3.0188], [3.1338, -3.5227, -3.3908], [3.6339, -4.4374, -4.2410], [3.9607, -2.5167, -2.9349], [3.4347, -1.5678, -2.0670], [-0.4759, -4.2389, 2.4404], [-0.1983, -2.8395, 0.4161], [2.1964, -0.0769, 2.6819], [1.9256, -1.5186, 4.6841], [1.7694, 2.8501, -0.6781], [3.6391, 4.4003, -0.2092], [5.9907, 1.1766, 1.3039], [4.1570, -0.4104, 0.8084], [0.2564, -2.7299, -1.8735], [1.1959, -4.4233, -3.4051], [4.9922, -2.4837, -3.2559], [4.0810, -0.7695, -1.7242]], "lowdin_charge": [0.911, -0.037, -0.253, -0.018, -0.037, -0.288, -0.061, -0.023, 0.595, -0.375, -0.276, -0.246, -0.435, 0.007, -0.033, -0.056, -0.143, -0.020, 0.079, 0.084, 0.087, 0.117, 0.117, 0.093, 0.119, 0.121, 0.118, 0.107, 0.110, 0.134, -0.041, -0.110, 0.018, -0.281, -0.274, -0.009, -0.097, -0.045, 0.132, 0.167, 0.126, 0.092, 0.098, 0.124, 0.167, 0.075, -0.279, -0.007, -0.129, -0.379, -0.099, 0.018, 1.521, -0.392, -0.153, 0.016, -0.267, 0.079, 0.010, -0.120, -0.366, -0.132, -0.002, -0.278, 0.071, 0.003, -0.112, 0.127, 0.095, 0.103, 0.129, 0.105, 0.128, 0.126, 0.111, 0.088, 0.123, 0.124, 0.092]}

=====

No. 3
{"formula": "F3HN2O2S", "method": "wB97M-V/def2-TZVPD", "homo_energy_ha": [-0.421, -0.421], "relative_energy_kcal_mol": 38.7, "homo_lumo_gap_ev": [9.155, 9.156], "e_lumo_ev": [-2.3, -2.3], "charge": 0, "e_tot_ha": -958.07589, "symbols": ["N", "N", "O", "O", "F", "F", "F", "S", "H"], "coordinates": [[0.8910, 1.4485, -0.6914], [-1.7407, -1.3254, 0.8395], [-1.3169, -0.0553, 0.7736], [2.8209, 1.4922, 0.8737], [0.5097, 1.1165, -1.9369], [-0.5619, -2.1277, 0.7034], [-2.5244, -1.6825, -0.3234], [2.4228, 0.9934, -0.4504], [-0.5006, 0.1403, 0.2120]], "lowdin_charge": [-0.294, -0.083, 0.010, -0.492, -0.145, -0.043, -0.049, 1.013, 0.084]}

=====

No. 4
{"formula": "C43H33F12KN3O2P", "method": "wB97M-V/def2-TZVPD", "homo_energy_ha": -0.027, "homo_lumo_gap_ev": 4.713, "e_lumo_ev": 4.0, "charge": -2, "e_tot_ha": -4112.98303, "symbols": ["K", "C", "C", "C", "C", "C", "N", "C", "C", "C", "C", "C", "C", "C", "C", "O", "C", "F", "F", "F", "C", "F", "F", "F", "C", "C", "C", "O", "C", "F", "F", "F", "C", "F", "F", "F", "H", "H", "H", "H", "H", "H", "H", "H", "H", "H", "H", "H", "C", "C", "C", "C", "C", "C", "P", "C", "C", "C", "C", "C", "C", "C", "C", "C", "C", "C", "C", "H", "H", "H", "H", "H", "H", "H", "H", "H", "H", "H", "H", "H", "H", "H", "N", "C", "C", "C", "C", "C", "N", "H", "H", "H", "H", "H", "H"], "coordinates": [[0.1400, -0.7760, -1.1115], [4.6699, -2.9875, 4.1931], [3.4881, -2.3969, 3.4681], [2.1770, -2.6593, 3.8468], [1.1233, -2.1266, 3.1432], [1.2612, -1.3031, 1.9819], [0.1565, -0.9329, 1.3107], [-1.0076, -0.6711, 1.9579], [-0.9450, 0.1315, 3.1286], [-2.0468, 0.5655, 3.8273], [-3.3198, 0.2080, 3.4076], [-4.5601, 0.6870, 4.1183], [-3.4106, -0.5946, 2.2744], [-2.3278, -1.0421, 1.5200], [-2.5819, -1.9158, 0.2476], [-1.9772, -1.5074, -0.8630], [-4.1115, -2.0227, -0.1004], [-4.9138, -2.6926, 0.7832], [-4.6811, -0.8129, -0.2634], [-4.2931, -2.6641, -1.2718], [-2.1468, -3.3830, 0.6402], [-0.8204, -3.4961, 0.7581], [-2.6665, -3.8086, 1.8256], [-2.5143, -4.3157, -0.2736], [2.6250, -1.0268, 1.5984], [3.6571, -1.5728, 2.3614], [3.0226, -0.0670, 0.4297], [2.1863, 0.0121, -0.6029], [4.4368, -0.4548, -0.1657], [4.5390, -1.7739, -0.4205], [4.6430, 0.1640, -1.3481], [5.5426, -0.1337, 0.5750], [3.1803, 1.3546, 1.0781], [1.9966, 1.8195, 1.4960], [4.0113, 1.4304, 2.1502], [3.6597, 2.2718, 0.1920], [4.3761, -3.3535, 5.1800], [5.4622, -2.2468, 4.3333], [5.1107, -3.8310, 3.6487], [1.9754, -3.2944, 4.7077], [0.1111, -2.3574, 3.4541], [0.0440, 0.4303, 3.4575], [-1.9132, 1.1947, 4.7046], [-4.3343, 0.9882, 5.1441], [-5.3231, -0.0950, 4.1590], [-5.0110, 1.5516, 3.6156], [-4.4107, -0.8808, 1.9855], [4.6770, -1.3388, 2.0943], [0.7764, 7.0918, -0.9904], [-0.4587, 6.6920, -1.4845], [-0.7664, 5.3436, -1.5825], [0.1546, 4.3730, -1.1871], [1.3856, 4.7869, -0.6792], [1.6972, 6.1371, -0.5880], [-0.1016, 2.5454, -1.3136], [0.3767, 2.3111, -3.0786], [1.4890, 1.4976, -3.3077], [1.9516, 1.2965, -4.6040], [1.3145, 1.9007, -5.6746], [0.2131, 2.7197, -5.4537], [-0.2486, 2.9281, -4.1644], [-1.9213, 2.4479, -1.3412], [-2.6609, 1.8515, -2.3581], [-4.0356, 1.7048, -2.2339], [-4.6870, 2.1454, -1.0947], [-3.9545, 2.7132, -0.0605], [-2.5833, 2.8570, -0.1805], [1.0153, 8.1467, -0.9125], [-1.1845, 7.4350, -1.7947], [-1.7373, 5.0388, -1.9576], [2.0979, 4.0401, -0.3494], [2.6590, 6.4394, -0.1905], [1.9870, 1.0247, -2.4622], [2.8160, 0.6634, -4.7671], [1.6754, 1.7395, -6.6845], [-0.2839, 3.1975, -6.2906], [-1.1041, 3.5730, -3.9973], [-2.1658, 1.4773, -3.2443], [-4.5909, 1.2078, -3.0202], [-5.7547, 1.9985, -0.9879], [-4.4464, 3.0120, 0.8576], [-2.0127, 3.2642, 0.6474], [2.2957, -4.1832, 0.6151], [1.6290, -4.5812, -0.5156], [0.7643, -5.6927, -0.4994], [0.1305, -6.0577, -1.6638], [0.3729, -5.3325, -2.8296], [1.2399, -4.2587, -2.7425], [1.8566, -3.8819, -1.6275], [1.8035, -4.3096, 1.4854], [2.6941, -3.2521, 0.5468], [0.5809, -6.2158, 0.4309], [-0.5643, -6.8885, -1.6655], [-0.1194, -5.5729, -3.7625], [1.4489, -3.6478, -3.6179]], "lowdin_charge": [0.778, -0.082, -0.309, -0.089, -0.046, -0.259, -0.021, -0.246, -0.036, -0.081, -0.308, -0.083, -0.014, -0.031, -0.424, -0.304, -0.528, 0.095, 0.121, 0.120, -0.510, 0.143, 0.112, 0.119, -0.065, -0.033, -0.409, -0.340, -0.516, 0.128, 0.116, 0.088, -0.519, 0.136, 0.115, 0.102, 0.059, 0.065, 0.066, 0.097, 0.109, 0.110, 0.096, 0.060, 0.065, 0.060, 0.099, 0.106, -0.116, -0.104, -0.096, -0.341, -0.084, -0.094, 1.142, -0.347, -0.082, -0.077, -0.108, -0.102, -0.106, -0.384, -0.086, -0.087, -0.108, -0.085, -0.099, 0.089, 0.092, 0.100, 0.086, 0.097, 0.073, 0.104, 0.091, 0.092, 0.099, 0.099, 0.101, 0.096, 0.097, 0.111, 0.164, -0.393, -0.045, -0.100, -0.103, -0.165, 0.124, 0.085, 0.072, 0.107, 0.098, 0.083, 0.100]}

=====

Question: Look up the charge of the first one.
Answer: +2